The following is a quantum chemistry calculation of a cluster of 7 separate species, C26H67ClN5O10 in total, from the Open Molecules 2025 dataset.

Atoms and positions in Å:
Cl1 0.798 -0.345 1.191
O1 2.196 -0.563 1.416
O2 0.283 -1.187 0.126
O3 -0.024 -0.568 2.366
O4 0.563 1.023 0.724
C1 -2.121 1.832 3.708
O5 -0.974 2.614 3.350
H1 -1.916 0.825 4.070
H2 -2.750 2.174 4.529
H3 -2.827 1.843 2.877
H4 -0.675 2.314 2.489
C2 5.147 2.922 1.608
C3 4.148 2.005 0.853
C4 3.664 2.759 -0.399
O6 4.616 2.630 -1.470
C5 4.412 3.693 -2.382
N1 4.837 0.754 0.565
H5 5.915 3.419 1.016
H6 5.563 2.302 2.402
H7 4.562 3.751 2.006
H8 3.272 1.778 1.462
H9 3.379 3.772 -0.114
H10 2.694 2.310 -0.612
H11 4.459 4.648 -1.859
H12 3.454 3.618 -2.896
H13 5.169 3.666 -3.166
H14 4.129 0.034 0.521
H15 5.226 0.452 1.447
C6 -2.446 -5.451 -1.037
C7 -2.839 -4.030 -0.681
C8 -3.103 -3.724 0.822
O7 -3.807 -2.520 1.093
C9 -4.266 -2.359 2.406
N2 -1.609 -3.281 -1.138
H16 -1.432 -5.698 -0.723
H17 -2.600 -5.498 -2.115
H18 -2.998 -6.194 -0.462
H19 -3.678 -3.777 -1.329
H20 -2.193 -3.568 1.402
H21 -3.512 -4.573 1.369
H22 -4.722 -1.370 2.465
H23 -3.460 -2.466 3.132
H24 -5.024 -3.143 2.432
H25 -0.804 -3.496 -0.567
H26 -1.867 -2.352 -0.838
C10 1.068 -3.211 4.896
C11 -0.468 -3.295 5.005
C12 -0.971 -2.098 5.893
O8 -0.628 -2.315 7.282
C13 -1.274 -1.528 8.235
N3 -1.057 -3.439 3.684
H27 1.196 -2.341 4.252
H28 1.569 -4.019 4.362
H29 1.543 -2.983 5.850
H30 -0.659 -4.164 5.635
H31 -2.057 -2.085 5.804
H32 -0.721 -1.108 5.510
H33 -2.316 -1.840 8.152
H34 -1.267 -0.455 8.042
H35 -0.877 -1.771 9.221
H36 -0.597 -2.644 3.266
H37 -0.686 -4.244 3.200
C14 6.064 -0.617 -4.979
C15 5.403 0.719 -4.666
C16 4.033 0.657 -3.960
O9 4.070 0.259 -2.551
C17 2.706 -0.046 -2.210
N4 6.285 1.518 -3.822
H38 6.903 -0.480 -5.661
H39 5.364 -1.371 -5.338
H40 6.518 -1.060 -4.092
H41 5.287 1.230 -5.622
H42 3.336 0.135 -4.617
H43 3.582 1.646 -4.035
H44 2.072 0.815 -2.423
H45 2.687 -0.146 -1.125
H46 2.352 -0.895 -2.794
H47 6.219 2.446 -4.215
H48 7.223 1.346 -4.154
C18 -3.207 3.080 0.094
C19 -3.255 1.975 -0.963
C20 -4.677 2.040 -1.585
C21 -4.810 1.115 -2.770
C22 -3.756 1.512 -3.801
C23 -2.276 1.458 -3.276
N5 -2.212 2.141 -2.018
O10 -0.938 2.244 -1.469
C24 -1.764 0.019 -3.221
C25 -1.536 2.359 -4.324
C26 -3.094 0.620 -0.141
H49 -2.189 3.124 0.481
H50 -3.900 2.828 0.898
H51 -3.580 4.018 -0.318
H52 -5.429 1.570 -0.951
H53 -4.986 3.071 -1.758
H54 -5.766 1.146 -3.293
H55 -4.610 0.070 -2.535
H56 -4.044 2.431 -4.311
H57 -3.876 0.670 -4.482
H58 -1.593 -0.259 -4.261
H59 -0.816 -0.124 -2.701
H60 -2.487 -0.673 -2.792
H61 -1.889 3.390 -4.283
H62 -0.461 2.471 -4.183
H63 -1.663 2.027 -5.355
H64 -3.718 0.438 0.733
H65 -2.109 0.535 0.318
H66 -3.240 -0.263 -0.763
H67 -0.861 1.382 -1.053

Forces on the atoms, in the same order (eV/Å):
Cl -2.246 0.853 -1.587
O -0.041 -0.248 0.421
O 0.637 -0.580 0.263
O 0.803 -0.148 0.362
O 0.538 0.030 0.705
C -0.377 -0.044 -0.413
O -0.878 -0.113 1.154
H 0.538 -0.324 -0.689
H 0.638 1.236 0.271
H 0.045 -0.546 -0.231
H 0.148 -0.336 -0.182
C -1.185 -0.219 0.163
C 1.354 1.202 -0.323
C -0.142 -1.800 0.278
O -0.862 1.547 0.659
C 0.174 -0.353 0.096
N -0.160 -0.561 0.105
H 0.117 -0.643 -0.348
H 0.330 0.476 0.247
H 0.015 -0.021 0.505
H -0.150 0.517 0.249
H 0.592 0.488 -0.140
H -0.126 -0.210 -0.868
H 0.010 0.294 -0.047
H -0.386 0.012 0.063
H 0.110 -0.020 0.332
H -0.396 -0.188 -0.810
H 0.665 0.228 0.329
C -0.655 -0.588 1.076
C 2.317 0.285 0.734
C 0.430 0.005 0.901
O 0.164 0.500 -2.147
C -0.167 -0.609 -0.774
N -2.099 0.879 -0.208
H 0.308 0.416 -0.446
H 0.331 -0.649 0.158
H -0.701 -0.181 -0.456
H -0.090 0.475 0.313
H 0.840 -0.361 -0.598
H -0.944 -0.325 -0.187
H 0.001 -0.065 0.071
H -0.084 -0.165 0.193
H -0.358 -0.003 1.301
H -0.009 -0.308 0.284
H 0.691 0.811 -0.308
C -0.356 1.168 -0.332
C 1.614 -0.949 2.147
C -1.196 -0.688 -0.212
O 1.559 -0.263 -1.528
C -1.082 -0.372 -0.697
N -0.374 1.296 0.748
H 0.528 0.283 -0.039
H -0.268 -0.352 0.284
H 0.043 -0.240 0.017
H -0.516 -0.222 -0.072
H -0.470 -0.263 0.130
H 0.863 0.111 0.120
H -0.531 0.228 0.649
H 0.442 0.186 -0.039
H 0.036 0.082 -0.144
H -0.394 0.357 -1.326
H 0.172 -0.239 0.224
C 0.041 -0.382 0.663
C -0.340 -0.611 0.801
C 0.539 0.470 0.429
O -0.901 -0.528 -2.870
C 0.929 0.750 0.395
N 0.932 0.551 -0.792
H -0.167 -0.004 -0.356
H -0.005 0.157 -0.348
H -0.152 0.142 0.337
H -0.596 -0.019 -0.259
H -0.108 -1.134 0.333
H 0.196 0.565 0.401
H -0.227 0.189 -0.198
H -0.163 -0.606 -0.216
H -0.144 -0.279 0.364
H -0.435 0.655 0.509
H 0.623 -0.639 0.304
C 0.258 -0.170 -0.417
C -0.823 -1.177 0.874
C -0.335 -1.482 0.288
C 1.230 0.995 -1.165
C -0.083 -1.753 0.281
C -0.537 1.062 -1.122
N -2.216 1.955 1.105
O -0.208 -0.448 -0.234
C 0.030 -0.016 -0.818
C 0.671 -0.100 0.173
C 0.421 -0.053 -0.628
H -0.126 0.475 0.119
H 0.083 -0.166 0.070
H 0.511 0.239 -0.059
H 0.215 0.603 1.159
H 0.125 -0.008 -0.393
H -0.299 0.112 0.356
H -0.191 0.005 0.521
H 0.376 0.148 0.164
H 0.548 0.291 -0.890
H 0.040 -0.408 -0.036
H -0.001 0.271 0.124
H -0.023 0.049 -0.004
H -0.406 -0.108 0.226
H 0.137 -0.427 0.344
H -0.217 -0.338 0.002
H -0.614 0.650 -0.178
H 0.404 0.083 -0.294
H 0.096 0.015 -0.105
H 1.104 -0.342 0.640

The calculation puts the lowest unoccupied orbital energy at 2.63 eV. The value obtained for the HOMO energy is -5.72 eV. Its total charge is -1. As for the HOMO-LUMO gap: 8.353 eV. For the energy above the lowest of the compared OMol25 structures with the same formula, charge and spin, the calculation gives 2.097 eV.